1.
N2O6Rb as an isolated structure in a non-equilibrium geometry. Source: the OMol25 dataset; level of theory: ωB97M-V with the def2-TZVPD basis set.

**Highest occupied orbital energy**: -0.163 Ha
**Maximum force**: 1.45 eV/Å
**Charge**: -1
**M**: 209.48 g/mol
**Energy above the lowest of the compared OMol25 structures with the same formula, charge and spin**: 1.149 eV
**LUMO energy**: 1.280 eV
**2S+1**: 1

```
9
Properties=species:S:1:pos:R:3:forces:R:3
Rb -0.720 -0.259 2.696 0.40 0.27 -1.14
N 1.061 2.176 0.651 0.82 1.12 0.45
O 0.868 2.049 1.912 -0.43 -0.41 0.27
O 1.603 3.232 0.258 -0.39 -0.61 -0.01
O 0.747 1.270 -0.107 -0.29 -0.21 -0.05
N -0.896 -2.102 -1.361 1.25 -0.34 -0.29
O -1.759 -2.137 -0.445 -0.01 0.35 0.35
O 0.161 -1.423 -1.222 -1.29 -0.65 0.06
O -1.065 -2.805 -2.384 -0.06 0.49 0.37
```
Forces are in eV/Å.

Taken from the Löwdin analysis, the atomic charges in e are:
1. Rb 0.9351
2. N -0.6411
3. O -0.2577
4. O -0.0600
5. O -0.0338
6. N -0.6332
7. O -0.1385
8. O -0.0818
9. O -0.0890


2.
An isolated ion of composition C36H47N4 and charge +1 in a non-equilibrium geometry. Source: the OMol25 dataset; level of theory: ωB97M-V with the def2-TZVPD basis set.

**Highest occupied orbital energy**: -0.354 Ha
**Maximum force**: 4.70 eV/Å
**Charge**: +1
**M**: 535.80 g/mol
**Energy above the lowest of the compared OMol25 structures with the same formula, charge and spin**: 0.000 eV
**LUMO energy**: -2.563 eV
**SMILES**: CC(C)n1n[n+](C(C)C)c(C(C)(C)C)c1C[C@H](/C=C/N(Cc1ccccc1)Cc1ccccc1)c1ccccc1
**2S+1**: 1

```
87
Properties=species:S:1:pos:R:3:forces:R:3
C 3.410 1.202 3.667 -0.18 -0.13 0.42
C 2.926 1.412 2.243 -0.22 0.18 -0.18
C 3.389 2.728 1.668 0.60 0.40 -0.38
N 1.442 1.442 2.206 -1.46 1.13 -0.58
N 0.869 2.620 2.419 -0.58 -1.35 0.63
N -0.433 2.370 2.513 1.58 0.40 -0.07
C -1.277 3.646 2.618 0.51 -0.59 0.16
C -1.012 4.482 1.400 -0.08 0.28 -0.74
C -0.827 4.360 3.856 -0.16 0.37 0.77
C -0.695 1.041 2.370 -1.79 0.42 -0.83
C -2.163 0.563 2.458 0.33 -0.27 -0.16
C -2.182 -0.970 2.389 -0.14 -0.03 -0.01
C -2.930 1.115 1.246 0.08 0.27 -0.06
C -2.811 0.994 3.796 0.29 0.14 0.03
C 0.506 0.455 1.996 0.45 -0.40 -0.72
C 0.905 -0.896 1.429 -1.04 -2.79 3.63
H 4.505 1.154 3.699 -0.25 0.00 -0.12
H 3.088 2.036 4.309 0.08 -0.22 -0.22
H 3.012 0.271 4.086 0.10 0.14 -0.03
H 3.206 0.577 1.604 0.13 -0.01 -0.03
H 4.482 2.767 1.697 -0.18 0.01 -0.01
H 3.074 2.828 0.623 0.05 0.04 0.18
H 2.990 3.576 2.239 0.25 -0.31 -0.16
H -2.319 3.357 2.671 0.11 -0.12 0.01
H -1.512 5.451 1.493 0.04 -0.19 0.08
H 0.056 4.659 1.300 0.02 0.10 -0.03
H -1.375 4.015 0.483 0.02 -0.08 0.00
H -1.333 5.326 3.941 0.03 -0.13 -0.08
H -1.048 3.797 4.762 0.02 -0.07 0.01
H 0.243 4.540 3.811 0.05 0.09 0.03
H -1.590 -1.381 3.220 -0.21 -0.08 -0.31
H -3.224 -1.339 2.476 0.57 0.22 -0.05
H -1.768 -1.300 1.424 -0.22 -0.08 0.34
H -2.972 2.220 1.240 -0.09 -0.57 -0.11
H -2.436 0.784 0.321 -0.25 0.11 0.13
H -3.958 0.731 1.249 0.25 0.10 -0.01
H -2.851 2.089 3.912 -0.06 -0.53 0.10
H -3.843 0.611 3.859 0.42 0.09 -0.11
H -2.232 0.578 4.636 -0.26 0.15 -0.18
H 0.273 -1.634 1.914 -0.36 0.20 0.77
H 1.861 -1.118 1.961 -0.32 0.12 -0.76
C -4.975 1.819 -1.534 0.12 0.11 -0.03
C -4.112 2.785 -2.066 0.02 -0.36 -0.07
C -2.976 2.380 -2.769 -0.07 -0.13 0.16
C -2.687 1.022 -2.927 -0.10 -0.11 0.03
C -1.429 0.617 -3.678 0.25 -0.18 0.21
N -0.759 -0.580 -3.126 -0.57 -0.10 -1.93
C -0.603 -1.750 -4.030 -0.93 0.43 0.35
C 0.822 -2.203 -4.226 0.10 0.43 -0.16
C 1.106 -3.562 -4.264 0.40 -0.04 0.31
C 2.432 -3.992 -4.310 0.14 0.60 -0.31
C 3.464 -3.048 -4.396 0.00 -0.27 0.10
C 3.171 -1.688 -4.432 -0.45 0.53 -0.21
C 1.842 -1.254 -4.387 0.07 -0.77 0.37
C -0.308 -0.598 -1.860 0.17 -1.21 1.81
C 0.078 -1.695 -1.117 -1.29 1.23 -1.31
C 1.058 -1.600 -0.003 2.25 2.82 -0.08
C 1.875 -2.908 0.141 -0.03 0.35 -0.77
C 3.247 -2.851 0.395 0.34 -0.09 0.90
C 3.975 -4.009 0.711 -0.05 0.28 -0.12
C 3.377 -5.262 0.635 -0.48 0.25 -0.03
C 2.063 -5.351 0.196 -0.83 0.61 -0.39
C 1.325 -4.180 -0.107 -0.01 -0.24 0.84
C -3.562 0.058 -2.411 -0.08 0.43 0.09
C -4.704 0.462 -1.708 0.34 -0.11 -0.27
H -5.863 2.129 -0.985 0.19 -0.06 -0.12
H -4.321 3.845 -1.938 -0.02 -0.21 -0.03
H -2.296 3.113 -3.210 -0.22 -0.13 0.21
H -1.677 0.409 -4.735 0.17 0.08 0.52
H -0.729 1.473 -3.674 -0.17 -0.24 -0.02
H -1.227 -2.573 -3.637 0.31 0.05 -0.19
H -1.057 -1.464 -4.998 0.24 -0.12 0.47
H 0.290 -4.283 -4.219 0.19 0.11 0.11
H 2.662 -5.047 -4.299 0.02 -0.06 -0.02
H 4.506 -3.371 -4.448 -0.37 0.03 0.08
H 3.956 -0.930 -4.508 -0.13 -0.42 -0.03
H 1.580 -0.198 -4.431 0.17 -0.16 0.11
H -0.336 0.361 -1.352 0.40 0.36 -0.24
H -0.150 -2.669 -1.552 0.44 0.25 0.22
H 1.712 -0.694 -0.169 0.63 -1.58 -1.98
H 3.759 -1.879 0.440 -0.28 -0.40 0.04
H 5.006 -3.937 1.055 -0.18 0.10 -0.26
H 3.899 -6.159 0.929 0.18 -0.02 -0.03
H 1.551 -6.319 0.109 0.37 0.43 -0.04
H 0.283 -4.277 -0.447 0.56 0.00 0.31
H -3.344 -1.001 -2.564 -0.06 0.26 0.13
H -5.370 -0.299 -1.299 0.09 0.26 -0.10
```
Forces are in eV/Å.

Taken from the Löwdin analysis, the atomic charges in e are:
1. C -0.0290
2. C -0.3500
3. C -0.0534
4. N -0.0011
5. N 0.1671
6. N 0.0363
7. C -0.3455
8. C -0.0392
9. C -0.0453
10. C -0.0499
11. C -0.5064
12. C -0.0433
13. C -0.0279
14. C -0.0231
15. C -0.0554
16. C -0.0737
17. H 0.0962
18. H 0.0942
19. H 0.0863
20. H 0.1324
21. H 0.0960
22. H 0.0916
23. H 0.0813
24. H 0.1059
25. H 0.1014
26. H 0.0823
27. H 0.0813
28. H 0.0995
29. H 0.0876
30. H 0.0803
31. H 0.0990
32. H 0.1054
33. H 0.0816
34. H 0.0758
35. H 0.0851
36. H 0.0979
37. H 0.0667
38. H 0.1019
39. H 0.0995
40. H 0.0967
41. H 0.1174
42. C -0.1007
43. C -0.0821
44. C -0.0504
45. C -0.2202
46. C -0.1100
47. N -0.1318
48. C -0.1065
49. C -0.2306
50. C -0.0489
51. C -0.0696
52. C -0.0864
53. C -0.0801
54. C -0.0313
55. C -0.1218
56. C -0.0556
57. C -0.2343
58. C -0.1856
59. C -0.0467
60. C -0.0758
61. C -0.0919
62. C -0.0700
63. C -0.0268
64. C -0.0344
65. C -0.0895
66. H 0.1063
67. H 0.1041
68. H 0.1131
69. H 0.1317
70. H 0.1234
71. H 0.1225
72. H 0.1302
73. H 0.1160
74. H 0.1020
75. H 0.1057
76. H 0.1054
77. H 0.1123
78. H 0.1261
79. H 0.0820
80. H 0.1313
81. H 0.1111
82. H 0.1059
83. H 0.1033
84. H 0.1099
85. H 0.1093
86. H 0.1167
87. H 0.1092


3.
The molecule C24H22N6O2S in a non-equilibrium geometry. Source: the OMol25 dataset; level of theory: ωB97M-V with the def2-TZVPD basis set.

**Highest occupied orbital energy**: -0.313 Ha
**Maximum force**: 1.19 eV/Å
**Charge**: 0
**M**: 458.55 g/mol
**Energy above the lowest of the compared OMol25 structures with the same formula, charge and spin**: 0.000 eV
**LUMO energy**: 0.633 eV
**SMILES**: O=C(CSc1nnc(CCc2nc3ccccc3[nH]2)n1-c1ccccc1)NCc1ccco1
**2S+1**: 1

```
55
Properties=species:S:1:pos:R:3:forces:R:3
O 4.660 -0.326 2.198 0.01 0.14 0.53
C 4.292 -0.703 1.107 0.09 -0.39 -0.44
N 4.310 0.048 -0.011 0.24 0.19 -0.34
H 3.816 -0.317 -0.831 0.08 -0.04 0.24
C 4.461 1.488 0.070 -0.05 -0.02 0.03
C 3.123 2.138 0.229 -0.03 -0.27 0.86
C 2.232 2.088 1.262 0.49 -0.03 -0.35
C 1.107 2.842 0.848 0.01 0.21 -0.50
C 1.395 3.284 -0.408 -0.66 0.11 0.45
O 2.610 2.858 -0.790 0.29 0.01 -0.34
H 0.854 3.902 -1.098 0.02 0.11 -0.14
H 0.226 3.045 1.424 -0.21 0.12 0.07
H 2.372 1.586 2.197 0.12 -0.14 0.20
H 5.087 1.700 0.942 -0.06 0.07 -0.21
H 4.941 1.853 -0.839 0.03 0.03 0.12
C 3.754 -2.112 0.873 -0.35 0.18 -0.02
H 4.101 -2.779 1.661 0.01 0.08 -0.06
H 3.995 -2.500 -0.114 0.08 -0.05 0.02
S 1.935 -2.089 1.044 0.11 -0.21 0.42
C 1.485 -1.480 -0.519 0.12 -0.04 -0.15
N 2.301 -1.125 -1.477 0.12 -0.37 0.76
N 1.556 -0.758 -2.532 -0.55 0.23 -1.03
C 0.300 -0.903 -2.228 0.05 -0.08 -0.07
N 0.185 -1.361 -0.933 0.87 0.13 -0.26
C -0.960 -1.649 -0.159 -0.55 -0.17 0.38
C -1.929 -2.520 -0.636 0.14 0.01 0.02
C -3.035 -2.799 0.146 -0.02 -0.04 -0.04
C -3.163 -2.233 1.403 0.03 -0.05 0.08
C -2.185 -1.378 1.880 0.00 -0.13 0.10
C -1.086 -1.075 1.099 0.02 -0.07 -0.16
H -0.327 -0.397 1.461 0.08 0.10 0.00
H -2.282 -0.935 2.859 -0.02 0.06 0.08
H -4.025 -2.458 2.011 -0.09 -0.01 0.06
H -3.793 -3.469 -0.227 -0.07 -0.06 -0.04
H -1.811 -2.987 -1.602 0.03 -0.02 -0.09
C -0.807 -0.544 -3.146 -0.10 0.26 0.02
H -0.414 -0.617 -4.160 -0.03 -0.08 0.07
H -1.654 -1.219 -3.031 0.00 0.00 -0.12
C -1.297 0.895 -2.895 0.00 -0.18 -0.14
C -2.130 0.966 -1.666 -0.05 0.19 0.05
N -3.300 0.412 -1.542 -0.04 -0.23 -0.59
C -3.727 0.710 -0.274 0.43 0.42 0.43
C -4.905 0.375 0.383 0.08 0.10 -0.03
C -5.064 0.822 1.677 -0.20 -0.10 0.02
C -4.085 1.585 2.316 0.10 0.07 0.13
C -2.908 1.929 1.682 0.11 0.09 0.07
C -2.740 1.483 0.383 -0.57 -0.20 -0.07
N -1.730 1.626 -0.536 -0.02 0.08 -0.09
H -0.854 2.107 -0.398 0.04 -0.11 -0.07
H -2.155 2.521 2.181 0.06 0.07 0.09
H -4.255 1.914 3.330 -0.01 0.04 0.08
H -5.968 0.581 2.216 -0.08 -0.02 0.04
H -5.660 -0.212 -0.115 -0.10 -0.09 -0.07
H -0.443 1.570 -2.819 -0.01 0.00 -0.07
H -1.912 1.197 -3.745 0.02 0.08 0.06
```
Forces are in eV/Å.

Taken from the natural (NBO) analysis, the atomic charges in e are:
1. O -0.6308
2. C 0.6621
3. N -0.6272
4. H 0.4386
5. C -0.2802
6. C 0.2888
7. C -0.3165
8. C -0.3321
9. C 0.0586
10. O -0.3923
11. H 0.2063
12. H 0.2249
13. H 0.2461
14. H 0.2493
15. H 0.2235
16. C -0.6044
17. H 0.2568
18. H 0.2506
19. S 0.3007
20. C 0.1902
21. N -0.3721
22. N -0.2787
23. C 0.3377
24. N -0.4092
25. C 0.1911
26. C -0.2280
27. C -0.1955
28. C -0.1974
29. C -0.1873
30. C -0.2369
31. H 0.2308
32. H 0.2245
33. H 0.2205
34. H 0.2199
35. H 0.2221
36. C -0.4372
37. H 0.2482
38. H 0.2385
39. C -0.4364
40. C 0.3950
41. N -0.4802
42. C 0.0788
43. C -0.1936
44. C -0.2365
45. C -0.2225
46. C -0.2550
47. C 0.1621
48. N -0.5703
49. H 0.4297
50. H 0.2099
51. H 0.2144
52. H 0.2134
53. H 0.2227
54. H 0.2220
55. H 0.2423


4.
C4H10N2O2S2 as an isolated structure in a non-equilibrium geometry. Source: the OMol25 dataset; level of theory: ωB97M-V with the def2-TZVPD basis set.

**Highest occupied orbital energy**: -0.327 Ha
**Maximum force**: 4.84 eV/Å
**Charge**: 0
**M**: 182.27 g/mol
**Energy above the lowest of the compared OMol25 structures with the same formula, charge and spin**: 2.057 eV
**LUMO energy**: 0.563 eV
**2S+1**: 1

```
20
Properties=species:S:1:pos:R:3:forces:R:3
C 1.211 -0.027 0.740 -0.24 0.76 2.57
C -2.124 0.648 -0.675 -0.98 -2.79 -3.04
C 0.187 1.023 3.085 -0.79 -0.55 1.61
C 0.665 -1.325 -2.585 0.01 -4.84 -0.07
N 1.882 1.005 0.819 1.35 1.28 0.27
N -0.766 0.267 -0.987 2.27 -3.44 -0.61
O 1.345 -0.970 -0.184 -0.37 -1.42 -1.73
O -0.743 -2.421 -0.559 1.34 2.58 -0.71
S 0.091 -0.485 2.022 -0.10 -0.05 1.40
S -0.092 -1.155 -0.990 -4.20 -0.01 -0.23
H -2.106 1.231 0.147 -0.34 1.51 3.17
H -2.430 1.309 -1.484 -0.15 0.00 -0.19
H -2.893 -0.210 -0.669 1.25 1.20 0.42
H 0.347 1.690 2.302 -0.66 2.01 -0.98
H 1.061 1.267 3.718 -0.09 -1.29 -0.19
H -0.746 1.155 3.762 1.37 -0.28 -1.72
H 1.052 -0.399 -2.594 2.09 3.14 -0.89
H 1.446 -2.216 -2.565 -1.50 2.09 0.06
H -0.026 -1.480 -3.448 0.13 0.14 1.19
H 2.639 1.094 0.145 -0.38 -0.02 -0.32
```
Forces are in eV/Å.

Taken from the natural (NBO) analysis, the atomic charges in e are:
1. C 0.4042
2. C -0.4000
3. C -0.7469
4. C -0.8339
5. N -0.6942
6. N -0.9237
7. O -0.6972
8. O -0.8903
9. S 0.2316
10. S 2.1423
11. H 0.1922
12. H 0.1957
13. H 0.1971
14. H 0.2454
15. H 0.2294
16. H 0.2347
17. H 0.2350
18. H 0.2543
19. H 0.2621
20. H 0.3624